{
  "formula": "C28H31CoN4PSSi",
  "method": "ωB97M-V/def2-TZVPD",
  "multiplicity": 5,
  "homo_ev": [-10.023, -11.297],
  "charge": 1,
  "orbital_gap_ev": [7.50, 7.51],
  "total_energy_ha": -3716.2422,
  "symbols": ["Co", "S", "P", "Si", "N", "N", "N", "N", "C", "C", "C", "C", "C", "C", "C", "C", "C", "C", "C", "C", "C", "C", "C", "C", "C", "C", "C", "C", "C", "C", "C", "C", "C", "C", "C", "C", "H", "H", "H", "H", "H", "H", "H", "H", "H", "H", "H", "H", "H", "H", "H", "H", "H", "H", "H", "H", "H", "H", "H", "H", "H", "H", "H", "H", "H", "H", "H"],
  "xyz": [[0.7644, -0.6879, -2.1841], [-0.2510, 0.3269, -3.9778], [0.4486, -2.9578, -2.6601], [-0.1033, 2.2482, 0.2500], [-0.7586, 0.0110, -1.1227], [-2.7281, 1.2152, -3.6440], [-1.7946, 0.6064, -1.6761], [1.6882, -0.5909, -0.3358], [2.8168, 2.9060, 3.2151], [3.1895, -1.6231, 1.2080], [0.1504, -4.9228, 1.4901], [1.8090, 4.0786, 0.9176], [1.7961, 2.2843, 2.5067], [-1.6504, 3.2017, 0.5995], [-2.5198, 3.5776, -0.4282], [-1.9829, 3.5411, 1.9134], [-3.6896, 4.2712, -0.1482], [-4.0101, 4.5877, 1.1654], [1.6276, -3.9139, -3.6511], [-0.8447, -3.6651, -0.3016], [-1.1439, -3.2399, -3.4730], [-1.6611, 0.7183, -3.0090], [0.9932, -0.9698, 1.9053], [2.8250, 4.7042, 1.6240], [1.4029, -4.4964, -0.5188], [-3.1559, 4.2255, 2.1978], [0.7561, -0.4568, 0.6367], [-1.6982, 0.0091, 1.1892], [3.3329, 4.1138, 2.7735], [1.3152, -5.0576, 0.7479], [-0.5091, 0.3038, 0.2827], [2.8758, -1.1429, -0.0424], [2.2104, -1.5606, 2.1896], [-0.9291, -4.2254, 0.9650], [0.3202, -3.8038, -1.0588], [1.2756, 2.8538, 1.3448], [1.3370, -4.9643, -3.6806], [3.2205, 5.6503, 1.2779], [-1.6954, -3.1224, -0.6977], [0.2275, -0.8931, 2.6639], [-1.0708, -2.8817, -4.4997], [-1.3074, 3.2899, 2.7257], [1.4277, 4.5564, 0.0195], [0.3163, 2.4595, -1.1550], [2.6387, -3.8286, -3.2572], [-1.5632, 0.4270, 2.1880], [1.6250, -3.5089, -4.6633], [3.2031, 2.4482, 4.1171], [-1.8417, -4.1241, 1.5383], [-1.3836, -4.3033, -3.4615], [-3.5199, 1.5216, -3.1020], [-1.8584, -1.0701, 1.2745], [-2.5903, 0.4671, 0.7656], [3.5838, -1.2100, -0.8596], [-2.6759, 1.4361, -4.6229], [-1.9358, -2.6773, -2.9806], [4.1270, 4.5985, 3.3265], [0.0802, -5.3694, 2.4733], [1.3994, 1.3537, 2.8874], [2.3176, -4.6173, -1.0868], [4.1606, -2.0580, 1.3964], [-4.3491, 4.5717, -0.9527], [2.1553, -5.6087, 1.1507], [-4.9221, 5.1277, 1.3846], [-3.3975, 4.4864, 3.2200], [2.3980, -1.9652, 3.1764], [-2.2739, 3.3388, -1.4571]]
}



{
  "formula": "C28H31FeN9",
  "method": "ωB97M-V/def2-TZVPD",
  "multiplicity": 6,
  "homo_ev": [-9.035, -9.822],
  "charge": 1,
  "orbital_gap_ev": [5.77, 6.37],
  "total_energy_ha": -2841.8716,
  "symbols": ["Fe", "N", "N", "N", "N", "N", "N", "N", "N", "N", "C", "C", "C", "C", "C", "C", "C", "C", "C", "C", "C", "C", "C", "C", "C", "C", "C", "C", "C", "C", "C", "C", "C", "C", "C", "C", "C", "C", "H", "H", "H", "H", "H", "H", "H", "H", "H", "H", "H", "H", "H", "H", "H", "H", "H", "H", "H", "H", "H", "H", "H", "H", "H", "H", "H", "H", "H", "H", "H"],
  "xyz": [[0.4288, -0.0970, -0.3302], [-0.8347, -1.6159, -1.3921], [-2.1081, -3.3661, -1.8018], [-2.4821, -2.2932, -2.4529], [-3.6296, -2.2639, -3.2268], [-0.4108, 0.3709, 1.1874], [1.7525, -1.7822, 0.3006], [0.0339, 1.6252, -1.6645], [-1.7695, -1.2354, -2.2507], [1.8338, -0.2939, -1.8954], [1.6452, 0.4308, -2.9958], [-1.0559, -2.9040, -1.1343], [-3.4446, 0.4010, 0.3840], [-0.9557, 0.9384, 2.2745], [1.7108, -2.4044, 1.4754], [2.6862, -1.3166, -1.8685], [-0.7039, 2.2485, 4.3060], [-1.2109, 3.5029, -2.4168], [3.7274, -2.9866, -0.2700], [-0.1698, 1.7809, 3.1169], [2.3561, 0.1560, -4.1567], [-2.3078, 0.6770, 2.6422], [1.2503, 2.1854, 2.7692], [0.6193, 1.5300, -2.8665], [-2.8013, -1.6348, 1.7464], [3.4256, -1.6596, -2.9899], [-0.6254, 3.3958, -3.6643], [-3.2318, -0.1678, 1.7879], [2.7362, -2.0685, -0.5638], [0.3112, 2.3937, -3.8995], [2.6502, -3.3601, 1.8368], [-2.7956, 1.1750, 3.8392], [-2.0061, 1.9442, 4.6840], [3.6758, -3.6454, 0.9538], [-0.8519, 2.5876, -1.4360], [1.3634, 2.9555, 1.4536], [3.2554, -0.9007, -4.1412], [2.2481, 1.0245, 2.8174], [0.6722, 3.7996, 1.4292], [4.4398, -4.3659, 1.2114], [3.8191, -1.1404, -5.0320], [-0.8845, 4.0869, -4.4546], [0.7831, 2.3088, -4.8660], [-2.7661, -2.0585, 2.7508], [2.2147, 0.7408, -5.0519], [2.5789, -3.8503, 2.7965], [-1.2787, 2.6073, -0.4408], [4.5356, -3.1790, -0.9588], [-2.4041, 2.3124, 5.6193], [-4.2143, -0.1682, -0.1424], [2.3747, 3.3492, 1.3342], [3.2684, 1.3994, 2.9137], [-3.8195, 0.9574, 4.1180], [4.1055, -2.4975, -2.9791], [0.9052, -2.1048, 2.1353], [-1.9331, 4.2749, -2.1956], [-4.2046, -0.1349, 2.2873], [2.0466, 0.3667, 3.6639], [-3.8183, -3.2228, -3.5015], [2.1935, 0.4281, 1.9044], [-3.7762, 1.4398, 0.4338], [-0.4711, -3.5008, -0.4594], [1.5461, 2.8914, 3.5510], [-0.0928, 2.8721, 4.9464], [-1.8076, -1.7199, 1.3073], [-3.5026, -2.2288, 1.1555], [-3.4417, -1.6661, -4.0253], [1.1437, 2.3154, 0.5938], [-2.5266, 0.3607, -0.2026]]
}



{
  "formula": "C28H31N3P2SZn",
  "method": "ωB97M-V/def2-TZVPD",
  "homo_ev": -13.696,
  "charge": 2,
  "orbital_gap_ev": 8.64,
  "total_energy_ha": -4109.5897,
  "symbols": ["Zn", "S", "P", "P", "N", "N", "N", "C", "C", "C", "C", "C", "C", "C", "C", "C", "C", "C", "C", "C", "C", "C", "C", "C", "C", "C", "C", "C", "C", "C", "C", "C", "C", "C", "C", "H", "H", "H", "H", "H", "H", "H", "H", "H", "H", "H", "H", "H", "H", "H", "H", "H", "H", "H", "H", "H", "H", "H", "H", "H", "H", "H", "H", "H", "H", "H"],
  "xyz": [[0.0131, 0.4996, 0.9366], [1.2001, 1.8433, 2.2935], [0.2185, 1.1724, -1.4599], [-0.4138, -1.8275, 0.5953], [-1.3751, 2.2107, 2.9016], [0.1979, 3.3141, 4.2103], [-1.7160, 1.5284, 1.6936], [2.2603, -2.3288, 0.3884], [-1.1754, -2.0912, -1.0881], [3.6166, 0.9146, -3.8062], [-0.6687, -0.0681, -2.5670], [4.4217, 1.9298, -3.2685], [-0.2881, -1.4732, -2.2135], [3.2811, -4.5263, 0.4279], [-1.5507, -2.4185, 1.8451], [-0.2906, 3.9334, -2.0305], [-3.2233, -3.3381, 3.8287], [-2.1234, 2.6000, -1.2392], [2.0313, -5.1364, 0.6550], [1.0351, -2.9365, 0.7409], [-0.1142, 2.5129, 3.1980], [-2.9514, 3.7382, -1.2835], [-2.4976, 4.9649, -1.7628], [-3.7840, -2.8851, 2.6453], [-2.9694, -2.4209, 1.6532], [3.3769, -3.1770, 0.2868], [3.9702, 2.6808, -2.1739], [-1.8803, -3.2610, 4.0711], [1.8993, 1.3656, -2.1293], [-0.7857, 2.7009, -1.6422], [0.9265, -4.3187, 0.8591], [-1.0007, -2.7894, 3.0683], [2.7600, 2.3422, -1.5909], [-1.1511, 5.0542, -2.1167], [2.3579, 0.6281, -3.2512], [2.4334, -1.2922, 0.1560], [-1.2727, -3.2026, -1.2346], [-1.7777, 0.1327, -2.5205], [-0.8149, 6.0264, -2.3996], [-3.3593, -2.1798, 0.7175], [-0.0716, -4.7943, 0.9875], [2.4656, 2.8099, -0.6647], [0.7453, 3.9144, -2.4063], [-2.1416, 2.7843, 3.2993], [-0.3527, 0.2047, -3.5999], [-4.0177, 3.6528, -0.9888], [4.0044, 0.3459, -4.6726], [4.4727, 3.5041, -1.6148], [4.3621, -2.7945, -0.0267], [-2.5319, 1.6515, -1.0178], [0.0728, -2.8968, 3.2248], [-1.9958, 2.1420, 0.9357], [-0.3519, -2.1040, -3.1026], [-3.0848, 5.8904, -1.7765], [-2.4933, 0.8813, 1.9287], [-0.5587, 3.6115, 4.8612], [1.7072, -0.1685, -3.7030], [1.9410, -6.2073, 0.8381], [4.1331, -5.1184, 0.3567], [-2.2158, -1.6768, -1.0574], [-3.8780, -3.8696, 4.5013], [-1.4841, -3.5138, 5.0598], [0.7891, -1.5177, -1.8996], [5.3799, 2.1229, -3.7370], [1.1649, 3.5726, 4.3397], [-4.8760, -2.8486, 2.5407]]
}



Results for max |F|: 0.54; 0.74; 2.36 (in eV/Å, following the order of the records).